Density functional theory data (the ωB97M-V functional and the def2-TZVPD basis) for a structure of composition C26H33ClEuN2O2.

Summary:
orbital gap (spin up / spin down) = 3.077 / 4.293 eV
relative energy (zero: lowest compared OMol25 entry of this formula, charge and spin) = 0.107 eV
net charge = -1
largest force on an atom = 3.6 eV Å⁻¹
<S²> = 12.024
highest occupied orbital energy (spin up / spin down) = -0.011 / -0.057 Eh
2S+1 = 7

Cartesian coordinates (Å):
Eu 0.6703 0.0261 0.2193
Cl -1.4135 1.1881 -0.8323
N -0.9124 0.1443 2.3291
N 1.3370 0.1989 -2.3570
C -1.3399 -0.9851 2.8298
C 0.8929 -0.8325 -3.0255
C -1.6096 1.2412 3.0556
C -2.1288 0.5152 4.2953
C -2.7662 1.7847 2.2327
C -0.6260 2.3503 3.3785
H -3.5127 1.0001 2.0439
H -2.4079 2.1426 1.2604
H -3.2449 2.6024 2.7866
H 0.1916 1.9518 3.9888
H -1.1390 3.1376 3.9413
H -0.2136 2.7820 2.4574
C 1.5485 1.3156 -3.3234
C 1.1601 0.6855 -4.6604
C 3.0085 1.7405 -3.3096
C 0.6725 2.5121 -3.0073
H -0.3736 2.2057 -2.8944
H 0.7654 3.2401 -3.8245
H 0.9818 2.9892 -2.0695
H 3.6529 0.8692 -3.4788
H 3.2711 2.2075 -2.3536
H 3.1827 2.4674 -4.1110
O 0.6865 -0.6509 -4.3278
H 2.0142 0.5583 -5.3364
H 0.3439 1.1952 -5.1838
O -2.0843 -0.9067 3.9268
H -3.1636 0.7449 4.5766
H -1.4657 0.6407 5.1620
C -1.0826 -2.3295 2.2246
C 0.6078 -2.1920 -2.4596
C -0.5876 -2.1929 -1.5426
H 1.5005 -2.4784 -1.8800
H 0.4808 -2.8902 -3.2965
C -0.4301 -2.1279 -0.1831
C -1.4139 -2.2735 0.7572
H 1.9656 2.1817 0.6585
C -2.7522 -2.2771 0.2806
C -2.9688 -2.2134 -1.0971
C -3.9047 -2.3213 1.2296
C -1.9262 -2.1979 -2.0232
H -4.0001 -2.1888 -1.4671
C -2.2001 -2.1660 -3.4866
H -3.2789 -2.2074 -3.6632
H -1.7285 -3.0126 -4.0027
H -1.8129 -1.2464 -3.9478
H -3.7257 -3.0188 2.0563
H -4.8089 -2.6340 0.6966
H -4.1132 -1.3326 1.6689
H -1.6663 -3.0797 2.7703
H -0.0094 -2.5436 2.3491
C 4.5314 -0.2603 2.3052
C 4.5248 -0.1001 0.9146
C 3.6428 0.8154 0.3204
C 2.7536 1.5600 1.1292
C 2.7993 1.4267 2.5339
C 3.6805 0.5070 3.1140
H 5.2129 -0.9771 2.7643
H 5.2135 -0.6753 0.2913
H 3.6380 0.9382 -0.7690
H 2.1608 2.0502 3.1652
H 3.7200 0.3955 4.1998